Computed, not measured: one molecule with the formula C5H7N in a non-equilibrium geometry, with ωB97M-V with the def2-TZVPD basis set.

XYZ file:
```
13
Properties=species:S:1:pos:R:3:mulliken_charge:R:1
C -0.52765 -0.58867 -1.23267 -0.518
C 0.81888 -0.28748 -0.64901 -0.392
C -0.21517 -1.05683 0.14697 -0.345
C -0.28570 0.12768 1.17173 -0.268
N -0.57285 1.33892 0.47230 -0.492
C 0.76200 0.86614 0.40617 -0.271
H -0.51181 -1.36518 -1.99395 0.280
H -1.25040 0.21787 -1.33446 0.222
H 1.72386 -0.66761 -1.10700 0.396
H -0.18663 -2.10253 0.42774 0.392
H -0.31210 -0.02657 2.25483 0.376
H -1.08729 2.21957 0.58114 0.234
H 1.64489 1.32468 0.85623 0.385
```

Results
* DFT total energy: -6784.3891 eV
* HOMO: -8.32 eV
* ΔE to the lowest compared entry with this formula, charge and spin: 95.1 kcal per mole